Record 1
Entry from the Open Molecules 2025 dataset: BCsH4 as an isolated structure (wB97M-V/def2-TZVPD).

Element x y z (Å)
H (-0.52, 0.59, 0.02)
Cs (0.30, 1.80, -1.52)
B (-0.04, -0.33, 0.30)
H (0.25, -0.31, 1.33)
H (0.75, -0.61, -0.39)
H (-0.74, -1.15, 0.26)

HOMO-LUMO gap in eV: 8.102
Energy in eV: -1286.0033
ΔE to the lowest compared entry with this formula, charge and spin in eV: 1.706

---

Record 2
Entry from the Open Molecules 2025 dataset: a 2-piece molecular cluster, C2H12NSi2 overall (wB97M-V/def2-TZVPD).

Element x y z (Å)
H (-1.87, -0.54, 0.39)
C (0.89, 1.18, 1.14)
H (1.78, 1.44, 0.58)
H (-0.67, -2.94, -1.07)
C (-1.17, -0.02, 1.05)
Si (-0.33, 1.07, -1.33)
H (1.02, 1.22, -1.88)
H (-0.84, -0.70, 1.84)
H (1.16, 0.58, 2.01)
H (1.42, -2.68, 0.29)
H (-1.12, 2.29, -1.40)
H (0.44, 2.11, 1.51)
N (-0.03, 0.46, 0.29)
H (-1.71, 0.80, 1.53)
Si (0.67, -2.39, -0.94)
H (1.37, -1.79, -2.07)
H (-1.01, -0.10, -1.93)

HOMO-LUMO gap in eV: 6.890
Energy in eV: -19504.4564
Net charge: +1
ΔE to the lowest compared entry with this formula, charge and spin in eV: 2.644

---

Record 3
Entry from the Open Molecules 2025 dataset: a 2-piece molecular cluster, C4H15N3O overall (wB97M-V/def2-TZVPD).

Element x y z (Å)
H (-0.47, -1.64, -1.43)
H (1.29, 0.96, -1.86)
H (2.21, -0.91, -0.42)
H (-1.25, 0.83, 2.78)
H (-0.97, -0.20, -2.40)
O (1.85, -1.30, 2.05)
C (-1.64, 1.66, 0.91)
H (2.45, -1.66, -2.03)
H (0.08, 1.03, 1.97)
H (-2.60, 2.04, 1.25)
H (0.28, -0.55, 0.43)
H (-2.38, -0.46, 0.76)
N (2.21, -0.91, -1.42)
H (1.83, -0.88, 2.87)
H (-1.24, 2.46, 0.23)
H (1.22, -1.99, 1.87)
C (-1.76, 0.30, 0.14)
C (1.19, -0.14, -2.04)
H (1.45, -0.16, -3.26)
N (-0.81, 1.42, 2.06)
H (-2.27, 0.73, -0.69)
C (-0.30, -0.57, -1.58)
N (-0.37, -0.04, -0.18)

Structure (SMILES): NCCNCCN.O
HOMO-LUMO gap in eV: 8.782
Energy in eV: -10906.6313
ΔE to the lowest compared entry with this formula, charge and spin in eV: 2.908

---

Record 4
Entry from the Open Molecules 2025 dataset: CF3Ru as an isolated structure (wB97M-V/def2-TZVPD).

Element x y z (Å)
F (-0.93, -0.56, -1.30)
F (0.68, 1.13, 0.92)
Ru (-0.78, 0.13, 1.75)
C (-0.05, -0.36, -0.36)
F (1.08, -0.33, -1.00)

2S+1: 7
<S²>: 12.01
HOMO-LUMO gap (alpha / beta) in eV: 7.248 / 8.701
Energy in eV: -11755.1558
Net charge: +1

---

Record 5
Entry from the Open Molecules 2025 dataset: a 2-piece molecular cluster, C2H3OS overall (wB97M-V/def2-TZVPD).

Element x y z (Å)
C (0.09, -0.14, -0.01)
S (3.35, 0.77, -0.22)
C (2.41, -0.46, 0.15)
H (-0.57, -0.98, 0.14)
H (0.12, 0.27, -0.97)
O (2.49, -1.60, 0.33)
H (-0.28, 0.63, 0.66)

HOMO-LUMO gap in eV: 6.318
Energy in eV: -15004.4814
Net charge: -1
ΔE to the lowest compared entry with this formula, charge and spin in eV: 1.933

---

Record 6
Entry from the Open Molecules 2025 dataset: C2H4N2S3 as an isolated structure (wB97M-V/def2-TZVPD).

Element x y z (Å)
C (1.01, 0.06, -1.26)
H (-1.97, -1.85, 2.10)
H (0.94, -2.11, -0.79)
N (0.06, 1.35, 0.65)
N (-0.66, -1.01, 0.20)
S (1.27, -1.46, -1.95)
H (-0.52, 1.49, 1.48)
S (1.34, 1.50, -1.99)
C (-0.02, 0.15, -0.09)
H (0.15, 2.30, 0.05)
S (-1.61, -0.42, 1.60)

HOMO-LUMO gap in eV: 7.802
Energy in eV: -37622.3485
ΔE to the lowest compared entry with this formula, charge and spin in eV: 2.076

---

Record 7
Entry from the Open Molecules 2025 dataset: a 8-piece molecular cluster, C49H50F8NO3S overall (wB97M-V/def2-TZVPD).

Element x y z (Å)
F (0.65, 2.16, 0.20)
F (4.94, 5.15, -9.91)
H (4.84, 3.63, 0.93)
C (5.36, 2.57, -3.99)
H (3.65, 5.53, -5.62)
H (2.61, 4.20, -2.84)
F (-6.66, -4.93, 0.60)
N (-6.07, -2.44, 1.70)
H (-1.48, 4.26, 7.86)
H (-2.10, 3.02, 5.80)
C (-3.45, -6.60, -6.67)
H (5.48, 1.51, -5.85)
H (-1.54, -1.03, 0.84)
F (-3.42, -6.87, -5.35)
H (1.72, 3.39, -5.02)
C (-1.13, 3.49, 5.89)
C (1.75, 2.27, 0.97)
H (2.35, 5.15, 6.16)
C (3.13, 7.21, -6.85)
C (3.06, 2.55, 9.46)
H (-3.77, -8.64, -7.21)
H (-3.15, -4.00, -8.81)
H (-6.44, -1.30, -0.02)
H (-3.56, -2.58, 1.88)
C (3.18, 7.76, -8.13)
C (-0.90, -3.00, 1.82)
F (3.59, 3.39, 8.56)
H (4.89, 2.57, 3.17)
F (0.22, -5.53, 0.31)
C (3.23, 3.62, -3.51)
C (-2.94, -0.54, 2.87)
H (-3.08, -5.89, -2.72)
C (-1.57, -5.67, -1.21)
C (4.85, 2.11, -5.20)
C (-3.89, -1.53, 2.08)
H (-1.65, -7.23, -4.22)
H (2.92, 1.32, 3.99)
C (0.55, -6.72, -1.70)
C (3.55, 2.40, -5.57)
C (1.41, 0.91, 10.04)
H (1.52, 0.14, 12.04)
H (2.65, 7.75, -6.05)
C (-1.02, -1.42, 1.76)
H (6.37, 2.36, -3.69)
C (1.96, 0.82, 11.31)
H (2.81, 3.41, -0.49)
C (-4.40, -0.96, 0.65)
H (-3.84, -8.15, -9.64)
H (3.86, 7.48, -10.16)
O (-7.25, -4.36, 3.04)
C (-1.26, -6.88, -3.27)
C (2.85, 2.97, 0.49)
C (-5.31, -1.68, 2.77)
F (-0.56, 2.71, 3.74)
C (3.61, 2.46, 10.73)
H (3.16, 2.04, -6.51)
F (5.02, 3.77, -1.99)
H (-5.27, -2.74, -0.40)
H (1.54, 1.87, 8.11)
C (3.80, 7.07, -9.16)
H (0.89, 1.14, 2.57)
H (-0.95, -3.51, 0.83)
C (0.47, 4.78, 7.14)
C (2.90, 1.78, 3.01)
C (4.35, 5.82, -8.91)
H (-7.04, -2.12, 1.87)
H (4.48, 3.07, 10.98)
H (0.55, 0.30, 9.77)
C (3.98, 3.08, 1.29)
H (-5.28, -2.11, 3.80)
C (-3.67, -7.35, -8.93)
C (-0.22, 3.39, 4.86)
C (1.76, 1.68, 2.22)
C (4.01, 2.48, 2.55)
C (-0.78, 4.18, 7.04)
C (-2.07, -6.12, -2.43)
H (0.74, 5.33, 8.03)
H (-3.56, -0.94, -0.10)
H (-5.79, -0.65, 2.73)
C (1.38, 4.68, 6.09)
C (-5.61, -1.97, 0.34)
C (4.30, 5.26, -7.65)
H (0.03, -1.02, 1.72)
O (-4.93, -4.73, 2.44)
H (4.73, 4.28, -7.48)
H (-4.79, 0.07, 0.86)
H (1.73, 3.88, 4.12)
H (3.48, 1.52, 12.65)
C (-0.26, -5.97, -0.86)
C (0.05, -7.18, -2.91)
C (1.03, 3.97, 4.94)
H (-3.35, -0.47, 3.92)
C (-3.64, -7.63, -7.57)
C (3.69, 5.96, -6.61)
H (-3.51, -5.83, -10.44)
C (3.06, 1.59, 11.66)
H (0.67, -7.77, -3.57)
H (-2.99, 0.50, 2.43)
H (-1.70, -3.35, 2.54)
C (-3.27, -5.29, -7.10)
C (-3.29, -5.02, -8.46)
C (-3.50, -6.04, -9.38)
H (1.57, -6.94, -1.40)
H (2.74, 8.73, -8.32)
C (1.96, 1.78, 9.11)
H (-2.18, -5.09, -0.54)
H (-3.12, -4.50, -6.37)
H (0.07, -3.29, 2.33)
O (-1.60, -0.99, 3.01)
C (2.74, 3.16, -4.73)
C (4.54, 3.32, -3.16)
S (-6.22, -4.17, 1.99)

HOMO-LUMO gap in eV: 5.206
Energy in eV: -91820.6500
Net charge: +1